Molecular formula: C4H3CsLi2O2
Method: DFT, the ωB97M-V functional and the def2-TZVPD basis

Geometry as XYZ:
```
12
Properties=species:S:1:pos:R:3:forces:R:3:mulliken_charge:R:1
C -1.1962 0.4816 -0.5113 -2.5 1.8 2.9 0.21
O -2.4290 0.1820 -0.3015 -0.5 -0.1 -0.6 -0.82
Li -0.3173 2.3844 1.1403 0.0 -1.9 -0.9 0.56
Li -2.7356 -1.5339 0.3056 0.9 0.5 -0.3 0.79
H -0.1722 0.8057 -1.4761 0.8 -1.7 0.0 0.14
C -0.3257 -0.5308 -0.9394 -0.8 -0.5 -0.9 -0.70
C 0.3620 -1.3380 0.1157 1.7 0.1 -1.3 -0.94
C 1.3248 -0.6331 0.7563 -2.6 -1.7 0.0 0.05
O 1.1438 0.7157 0.7993 1.3 0.9 0.8 -0.86
Cs 3.1139 2.1222 0.6369 1.3 0.4 -0.3 0.81
H -0.8352 -1.2551 -1.6015 -0.2 0.5 -0.6 0.38
H 2.0665 -1.4007 1.0757 0.6 1.7 1.3 0.39
```
Forces are in eV/Å.

Summary:
gap between HOMO and LUMO (spin up / spin down)	3.54 / 3.54	eV
largest force on an atom	4.22	eV/A
relative energy (zero: lowest compared OMol25 entry of this formula, charge and spin)	0.0	kcal per mole
E_tot	-339.580751	a.u.
lowest unoccupied orbital energy (spin up / spin down)	-0.85 / -0.85	eV
net charge	0